1.
A molecular structure, C7H10N4O7P2STc. Source: the Open Molecules 2025 dataset; level of theory: wB97M-V/def2-TZVPD.

The geometry in XYZ format:
```
32
Properties=species:S:1:pos:R:3
Tc 0.0673 0.1394 0.3958
N -3.8212 1.6999 1.6355
C -2.9772 1.9767 0.4056
C -3.6666 3.0661 -0.4161
P -1.3142 2.5470 0.9232
O -0.9526 1.4091 2.0692
O -1.2632 3.9111 1.4205
O -0.3283 2.0038 -0.1839
P -2.9912 0.3487 -0.4952
O -2.6965 0.7553 -1.9937
O -4.2943 -0.2631 -0.2254
O -1.7342 -0.3922 0.0146
H -4.0400 2.5648 2.1341
H -3.4019 1.0249 2.3144
H -4.6891 1.2514 1.3107
H -3.7782 3.9787 0.1709
H -4.6468 2.7185 -0.7481
H -3.0739 3.2974 -1.2989
H -0.6304 1.8010 2.8963
H -3.3351 0.3972 -2.6273
N 0.6300 -0.4481 3.8784
C 0.1938 -1.0698 2.7836
O 0.9626 -0.9689 1.6972
C -1.0348 -1.7288 2.7026
C -1.2116 -2.7365 1.7103
N -1.3513 -3.5577 0.9176
C -2.1558 -1.0962 3.2796
N -3.0230 -0.4209 3.6376
H 1.4827 0.0865 3.8449
H 0.2161 -0.6526 4.7733
S 1.4364 -1.1885 -2.4082
C 0.8271 -0.5965 -1.1535
```

Calculated values
- Gap between HOMO and LUMO (alpha / beta): 6.412 / 6.878 eV
- Total charge: +1
- DFT total energy: -2180.07366 Ha
- Highest occupied orbital energy (alpha / beta): -12.2150 / -12.2324 eV
- E_LUMO (alpha / beta): -5.80 / -5.35 eV
- F_max: 0.016 Eh/bohr

2.
A gas-phase ion, C4H5N4O (charge +1) at a distorted geometry. Source: the Open Molecules 2025 dataset; level of theory: wB97M-V/def2-TZVPD.

The geometry in XYZ format:
```
14
Properties=species:S:1:pos:R:3
C 0.0568 1.1756 -1.8040
C 0.7762 0.2356 -2.5630
C -0.5526 0.8803 -0.4739
C 0.4035 -1.0942 0.3675
N 0.1458 2.3735 -2.3218
N 0.8072 2.9227 -3.1853
N 1.5313 -0.1211 -3.3309
N 0.5099 0.1616 0.1637
O 0.7476 3.4543 -4.2122
H -0.6857 1.8678 0.0077
H -1.4005 0.1939 -0.6615
H 1.0879 -1.8521 0.6575
H -0.7366 -1.4072 0.1452
H 1.2973 0.7702 0.3944
```

Calculated values
- Energy relative to the best compared isomer or geometry (same formula, charge and spin): 100.6 kcal/mol
- Gap between HOMO and LUMO (alpha / beta): 7.060 / 7.066 eV
- Total charge: +1
- SMILES: C=[NH+]C/C(C#N)=N/N=O
- DFT total energy: -449.19568 Ha
- Highest occupied orbital energy (alpha / beta): -12.9046 / -12.9094 eV
- E_LUMO (alpha / beta): -5.84 / -5.84 eV
- F_max: 0.084 Eh/bohr